Below is a 2-piece molecular cluster, C3H8O2 overall at a distorted geometry, with properties calculated with ωB97M-V/def2-TZVPD.

## Properties
SMILES: C/C=C/O.O
Frontier orbital gap (eV): 9.7
E_HOMO (eV): -9.142

Geometry as ORCA input:
```
! wB97M-V def2-TZVPD RIJCOSX def2/J DEFGRID3
* xyz 0 1
C 0.399 1.054 -2.365
C -0.384 -0.202 -2.239
C -0.397 -0.724 -0.962
O -1.265 -1.817 -0.590
H 1.094 0.868 -3.314
H -0.161 1.996 -2.390
H 1.118 1.174 -1.426
H -1.086 -0.668 -2.862
H 0.177 -0.323 -0.082
H -1.055 -2.632 -1.039
H 1.769 2.107 4.695
H 0.993 0.899 4.170
O 1.195 1.293 5.045
*
```